one | Computed, not measured: 15 unconnected molecules or ions with the total composition C4H28BO22, with ωB97M-V/def2-TZVPD.

Geometry as XYZ:
```
55
Properties=species:S:1:pos:R:3:nbo_charge:R:1
O -2.69 1.98 2.02 -0.60
C -1.77 1.82 1.25 0.69
O -1.15 0.77 1.00 -0.62
B -0.14 0.91 -0.05 1.17
O -0.21 2.36 -0.33 -0.65
C -1.10 2.95 0.45 0.69
O -1.44 4.19 0.48 -0.59
O -0.45 0.01 -1.14 -0.65
C 0.59 -0.79 -1.27 0.68
O 0.63 -1.77 -2.03 -0.59
C 1.68 -0.53 -0.23 0.72
O 1.20 0.53 0.46 -0.62
O 2.69 -1.23 -0.08 -0.61
O 1.95 -1.89 -4.72 -0.94
H 1.25 -1.90 -4.08 0.48
H 2.39 -1.05 -4.58 0.46
O -2.14 -1.99 -2.47 -0.93
H -2.20 -1.37 -3.20 0.46
H -1.56 -1.56 -1.84 0.47
O -0.85 -4.36 -0.42 -0.95
H -1.31 -3.54 -0.60 0.48
H 0.08 -4.11 -0.43 0.46
O 2.28 -3.92 0.69 -0.95
H 3.10 -3.94 1.18 0.46
H 2.26 -3.06 0.28 0.48
O 0.95 -4.51 -3.04 -0.93
H 0.56 -4.45 -3.92 0.46
H 1.26 -3.62 -2.86 0.47
O -4.03 -0.48 -0.02 -0.93
H -4.33 -0.07 0.79 0.49
H -3.75 0.25 -0.57 0.47
O 3.03 -1.54 3.03 -0.95
H 3.55 -2.32 2.87 0.47
H 2.16 -1.74 2.67 0.48
O 5.35 -0.37 0.80 -0.96
H 4.53 -0.79 0.54 0.49
H 5.25 -0.21 1.74 0.47
O 2.45 4.62 -0.96 -0.94
H 1.66 4.12 -0.75 0.48
H 3.13 4.22 -0.42 0.46
O -3.80 5.43 0.68 -0.96
H -3.27 6.10 1.12 0.46
H -3.15 4.80 0.35 0.49
O -1.48 2.76 -3.00 -0.92
H -0.76 2.22 -3.32 0.47
H -1.90 2.23 -2.33 0.46
O 1.23 1.07 3.35 -0.94
H 1.95 0.49 3.10 0.48
H 0.47 0.49 3.44 0.46
O -2.10 -2.24 0.73 -0.98
H -2.68 -1.58 0.34 0.49
H -2.39 -2.31 1.64 0.47
O -2.59 3.24 4.65 -0.95
H -1.72 3.12 5.05 0.46
H -2.63 2.56 3.98 0.49
```

The lowest unoccupied orbital energy comes out at 1.081 eV. Its HOMO energy is -0.280 Ha. The calculation puts the molar mass at 439.058 g mol⁻¹. Its total charge is -1. The value obtained for the orbital gap is 0.31999 Ha.

two | Computed, not measured: 15 unconnected molecules or ions with the total composition C4H28BO22, with ωB97M-V/def2-TZVPD.

Geometry as XYZ:
```
55
Properties=species:S:1:pos:R:3:nbo_charge:R:1
O -8.80 24.21 -9.30 -0.60
C -7.81 23.73 -8.83 0.71
O -6.59 24.24 -8.90 -0.65
B -5.64 23.35 -8.17 1.20
O -6.42 22.13 -7.91 -0.66
C -7.69 22.33 -8.18 0.70
O -8.60 21.56 -8.01 -0.59
O -5.12 23.89 -6.92 -0.68
C -3.81 24.01 -6.98 0.69
O -3.07 24.33 -6.10 -0.55
C -3.37 23.46 -8.37 0.70
O -4.46 23.11 -9.01 -0.64
O -2.22 23.29 -8.70 -0.61
O -9.82 26.83 -12.19 -0.93
H -10.59 26.46 -12.63 0.46
H -9.65 26.23 -11.46 0.47
O -5.66 22.52 -11.97 -0.93
H -4.73 22.31 -11.89 0.47
H -6.11 21.79 -11.53 0.46
O -11.03 20.21 -9.24 -0.96
H -11.42 20.19 -8.36 0.47
H -10.14 20.55 -9.08 0.48
O -10.40 26.29 -6.95 -0.94
H -9.49 26.25 -7.27 0.47
H -10.92 26.50 -7.73 0.47
O -7.51 26.90 -10.51 -0.94
H -7.65 25.97 -10.73 0.47
H -7.18 26.87 -9.61 0.47
O -2.31 24.28 -11.40 -0.95
H -2.17 24.01 -10.49 0.48
H -2.58 23.48 -11.85 0.46
O -2.88 23.92 -3.07 -0.95
H -3.82 23.96 -3.25 0.48
H -2.51 24.68 -3.53 0.48
O 0.27 24.89 -8.02 -0.95
H -0.09 25.48 -8.69 0.47
H -0.45 24.27 -7.84 0.48
O -6.49 22.72 -4.55 -0.96
H -5.97 23.32 -5.10 0.48
H -6.45 21.89 -5.03 0.48
O -11.79 23.96 -9.67 -0.95
H -11.79 23.66 -10.59 0.46
H -10.87 24.10 -9.45 0.49
O -0.97 22.37 -4.52 -0.96
H -1.36 22.66 -5.35 0.47
H -1.72 22.29 -3.93 0.49
O -9.32 19.98 -5.45 -0.95
H -8.63 19.91 -4.79 0.47
H -9.12 20.79 -5.93 0.48
O -0.86 21.01 -10.21 -0.94
H -0.65 20.11 -9.94 0.46
H -0.40 21.57 -9.58 0.48
O -5.29 19.84 -5.98 -0.95
H -4.43 19.50 -6.21 0.47
H -5.81 19.78 -6.79 0.48
```

The lowest unoccupied orbital energy comes out at 1.842 eV. Its HOMO energy is -0.325 Ha. The calculation puts the molar mass at 439.058 g mol⁻¹. Its total charge is -1. The value obtained for the orbital gap is 0.39310 Ha.

Most stable pick: two. Distance to second place: 30.2 kcal/mol.

one | Computed, not measured: 2 unconnected molecules or ions with the total composition CH8NO2, with ωB97M-V/def2-TZVPD.

Geometry as XYZ:
```
12
Properties=species:S:1:pos:R:3:nbo_charge:R:1
O -1.00 1.52 -1.28 -0.96
H 0.25 0.92 -0.36 0.49
H -1.83 1.83 -0.92 0.51
H -1.16 1.35 -2.22 0.51
N 1.00 0.44 0.20 -0.73
C 0.75 -0.98 0.73 0.10
O -0.60 -1.23 0.48 -0.69
H 1.97 0.56 -0.10 0.44
H 0.92 0.99 1.07 0.43
H 0.90 -1.05 1.81 0.20
H 1.43 -1.59 0.13 0.19
H -0.81 -2.02 1.00 0.50
```

The lowest unoccupied orbital energy comes out at -3.446 eV. Its HOMO energy is -0.581 Ha. The calculation puts the molar mass at 66.080 g mol⁻¹. Its total charge is +1. The value obtained for the orbital gap is 0.45449 Ha.

two | Computed, not measured: 3 unconnected molecules or ions with the total composition CH8NO2, with ωB97M-V/def2-TZVPD.

Geometry as XYZ:
```
12
Properties=species:S:1:pos:R:3:nbo_charge:R:1
C -0.82 0.07 0.33 0.15
N -0.74 0.36 -0.94 -0.63
H -1.58 -0.72 0.71 0.26
H -0.12 0.52 1.10 0.25
H 0.10 0.82 -1.37 0.47
H -1.49 0.04 -1.57 0.43
H 2.38 1.97 -1.99 0.52
H 2.03 0.73 -2.63 0.50
O 1.65 1.27 -1.89 -0.97
H 0.06 -1.36 3.22 0.50
H -0.98 -2.27 2.61 0.50
O -0.49 -1.41 2.43 -0.98
```

The lowest unoccupied orbital energy comes out at -4.711 eV. Its HOMO energy is -0.579 Ha. The calculation puts the molar mass at 66.080 g mol⁻¹. Its total charge is +1. The value obtained for the orbital gap is 0.40629 Ha.

Most stable pick: one. Distance to second place: 12.6 kcal/mol.

one | Computed, not measured: a single C3HN3O molecule, with ωB97M-V/def2-TZVPD.

Geometry as XYZ:
```
8
Properties=species:S:1:pos:R:3:nbo_charge:R:1
C 0.20 2.05 1.15 -0.13
C -0.07 1.09 0.51 -0.07
C -0.02 -0.17 -0.28 0.18
N 0.11 -1.38 0.44 -0.18
N 0.10 -2.28 -0.37 0.15
O -0.19 -1.76 -1.66 -0.16
N -0.32 -0.42 -1.57 -0.04
H 0.19 2.88 1.78 0.24
```

The lowest unoccupied orbital energy comes out at -0.299 eV. Its HOMO energy is -0.398 Ha. The calculation puts the molar mass at 95.061 g mol⁻¹. The value obtained for the orbital gap is 0.38718 Ha. As for the SMILES: C#Cc1nnon1.

two | Computed, not measured: a single C3HN3O molecule, with ωB97M-V/def2-TZVPD.

Geometry as XYZ:
```
8
Properties=species:S:1:pos:R:3:nbo_charge:R:1
N -2.82 0.02 -0.11 -0.25
C -1.70 0.09 0.02 0.24
C -0.29 0.06 0.13 -0.04
C 0.68 1.18 0.05 -0.05
N 1.87 0.54 -0.14 -0.05
O 1.51 -0.80 -0.04 -0.13
N 0.26 -1.11 0.09 0.02
H 0.58 2.23 0.23 0.25
```

The lowest unoccupied orbital energy comes out at -0.303 eV. Its HOMO energy is -0.421 Ha. The calculation puts the molar mass at 95.061 g mol⁻¹. The value obtained for the orbital gap is 0.40959 Ha. As for the SMILES: N#Cc1cnon1.

Most stable pick: two. Distance to second place: 34.2 kcal/mol.